DFT (wB97M-V/def2-TZVPD) results for C36H80BeCl4N5O20 as an isolated structure.

Each line ends with the Mulliken charge.
Positions of all 146 atoms, in Å:
H: -14.42 23.76 -33.66  0.4739
H: -12.08 19.97 -32.87  0.1917
H: -12.96 21.96 -32.95  0.2455
H: -12.29 25.35 -23.82  0.2712
Be: -7.64 22.66 -30.38  1.1878
H: -14.06 15.61 -29.27  0.3160
H: -14.00 26.56 -26.25  0.5204
O: -12.58 17.72 -28.65  0.0193
H: -15.37 17.09 -25.58  0.5098
H: -11.55 19.27 -26.27  0.0395
H: -17.02 28.96 -27.08  0.3978
H: -14.70 24.51 -22.00  0.4661
H: -15.70 18.81 -31.69  0.2382
O: -8.89 15.95 -33.91  -0.6567
H: -16.13 18.91 -33.73  0.2274
Cl: -10.14 16.46 -33.96  1.8007
H: -11.16 22.75 -25.21  0.3538
N: -12.85 22.90 -24.46  1.1939
H: -14.87 19.03 -34.88  0.4968
Cl: -10.65 23.42 -28.91  1.6148
C: -14.75 16.29 -25.97  -1.6589
H: -12.93 20.25 -24.30  0.4953
H: -13.20 17.73 -24.73  -0.3119
C: -13.71 21.86 -26.57  -0.0162
O: -12.02 22.95 -29.22  -0.2564
H: -17.39 28.81 -30.84  0.4609
H: -16.39 22.14 -29.38  0.5066
O: -9.75 22.11 -34.54  -0.6524
H: -14.17 25.03 -30.07  -0.0610
C: -15.29 22.72 -24.92  -0.8845
C: -13.84 21.70 -33.54  -1.5439
C: -12.14 24.72 -22.94  -1.7374
H: -13.58 21.75 -34.59  0.5678
H: -11.92 16.64 -24.23  0.5459
H: -14.63 25.14 -23.63  0.3116
C: -15.78 25.18 -27.96  0.1828
H: -11.78 15.08 -27.13  0.4137
O: -9.69 21.63 -32.23  -0.4729
H: -13.06 26.42 -29.78  0.2800
C: -14.75 26.25 -28.31  1.8072
H: -16.49 17.23 -27.57  0.4288
C: -15.66 23.29 -23.51  -1.0480
H: -18.25 26.69 -27.87  0.4449
C: -17.10 20.99 -31.62  -1.8871
C: -11.16 15.90 -26.76  -1.9233
C: -17.66 26.65 -28.79  -1.8803
Cl: -8.43 18.69 -29.90  1.5815
C: -15.60 21.35 -31.24  1.5266
H: -15.43 23.52 -25.64  -0.2095
H: -15.51 15.50 -26.02  0.4361
C: -13.93 22.03 -25.07  2.4585
H: -15.65 20.54 -29.32  0.3479
H: -10.58 15.99 -27.68  0.3801
H: -11.93 22.23 -21.82  0.3781
O: -14.44 28.58 -28.45  -0.4911
O: -7.88 18.14 -31.10  -0.6453
N: -14.73 20.32 -31.71  1.7214
C: -17.35 29.00 -28.12  -1.9533
H: -14.04 14.59 -27.75  0.4510
H: -10.35 18.25 -25.58  0.5370
C: -17.00 25.25 -28.87  -0.2460
H: -13.10 20.80 -29.46  -0.5262
O: -8.05 22.92 -33.18  -0.7157
O: -8.05 20.70 -33.55  -0.5710
O: -7.74 19.93 -29.68  -0.6793
H: -17.30 19.95 -31.36  0.3212
O: -9.70 22.31 -28.79  -0.7134
O: -10.87 15.77 -34.90  -0.7203
H: -14.75 23.34 -31.29  -0.2618
C: -14.30 20.20 -33.13  2.0509
H: -10.66 15.53 -25.86  0.3766
H: -17.77 21.54 -30.96  0.4872
H: -14.34 20.66 -23.39  0.2646
H: -15.80 22.48 -22.80  0.4335
H: -12.40 25.43 -22.16  0.3920
Cl: -8.91 21.84 -33.41  1.7169
C: -16.68 27.84 -28.94  1.7751
H: -15.45 17.92 -28.85  0.2009
H: -12.23 16.85 -28.86  0.2730
O: -10.79 16.31 -32.72  -0.6158
C: -15.52 17.70 -27.78  -1.7448
H: -11.57 20.48 -30.13  0.2076
H: -13.50 21.73 -21.70  0.2995
H: -13.38 22.82 -26.98  -0.7930
C: -14.89 22.81 -33.40  -1.0089
H: -13.29 14.78 -25.14  0.3531
H: -15.69 22.55 -34.10  0.3376
H: -12.40 19.27 -29.39  0.0838
C: -13.65 15.80 -24.97  -0.8693
H: -15.59 28.75 -30.60  0.3828
H: -16.35 23.32 -31.95  0.6013
H: -12.81 26.90 -27.40  0.5041
H: -15.33 24.20 -28.06  -0.7982
H: -12.68 19.44 -34.30  0.6322
C: -13.96 20.59 -24.42  -1.8244
H: -14.53 26.68 -30.49  0.3518
O: -8.14 17.78 -28.86  -0.6800
C: -13.63 26.21 -27.21  -1.9087
H: -12.91 23.19 -20.92  0.4534
N: -12.49 20.13 -29.92  1.4740
C: -12.01 17.12 -26.39  2.1251
H: -12.95 18.45 -32.84  0.4785
H: -17.23 21.00 -32.71  0.4281
H: -16.66 23.73 -23.57  0.4241
H: -13.95 15.80 -23.92  0.5041
C: -12.63 16.85 -25.03  -0.7738
H: -15.51 15.16 -28.34  0.4924
C: -12.97 19.47 -33.25  -2.6479
C: -15.37 19.60 -34.09  -1.7021
H: -14.35 28.89 -27.55  0.3565
H: -16.02 21.97 -25.24  0.5698
H: -14.65 21.70 -27.10  0.2320
H: -15.88 20.33 -34.72  0.3421
O: -11.58 22.25 -24.51  -0.6095
O: -10.57 24.16 -27.69  -0.6721
N: -13.06 17.41 -27.39  0.0927
H: -15.38 18.66 -27.29  0.2253
C: -14.62 24.23 -23.05  -1.0246
C: -14.46 15.45 -28.26  -1.9433
H: -16.73 25.04 -29.90  -0.2430
H: -13.03 21.06 -26.87  -0.5727
H: -14.45 19.90 -25.10  0.0800
C: -13.12 23.54 -23.16  1.0213
C: -16.55 28.24 -30.46  -1.8744
C: -15.41 22.76 -31.94  -0.7814
H: -14.68 22.10 -29.39  -0.1920
H: -18.33 26.66 -29.65  0.6009
H: -16.72 27.41 -31.14  0.3605
H: -10.46 18.46 -27.23  -0.0451
O: -10.10 17.86 -34.33  -0.6194
H: -13.06 19.97 -30.74  -0.1226
C: -11.10 18.28 -26.37  -1.5619
C: -12.93 22.65 -21.86  -1.6611
N: -15.35 27.58 -28.30  0.4409
H: -17.72 24.48 -28.63  0.5878
H: -11.11 24.37 -22.91  0.3722
H: -18.43 29.06 -28.23  0.4128
O: -9.85 18.87 -30.03  -0.4678
C: -14.08 26.06 -29.71  -1.2412
O: -14.99 19.14 -31.14  -0.1784
C: -14.36 16.72 -27.43  1.9175
H: -16.82 29.88 -28.48  0.4349
H: -13.27 25.19 -27.05  0.0537
H: -16.13 25.38 -26.95  0.4229
C: -15.56 21.54 -29.74  -2.0806
O: -9.97 24.20 -29.93  -0.7959

Properties
net charge: -1
E_tot: -5052.26617 Ha
E_HOMO: -5.5 eV
gap between HOMO and LUMO: 1.997 eV